No. 1
Formula: C33H74B2N5O15
Source: the Open Molecules 2025 dataset
Level of theory: ωB97M-V/def2-TZVPD

Summary:
- total charge = +1

Geometry as XYZ:
```
129
Properties=species:S:1:pos:R:3:forces:R:3:lowdin_charge:R:1
C -2.702 2.121 -6.963 0.0 0.5 -0.3 -0.12
C -1.829 0.824 -7.279 -0.1 -0.2 0.0 -0.23
C -2.057 -0.392 -6.258 0.3 0.6 0.6 -0.14
C -0.618 -0.892 -5.665 -2.5 -1.5 -3.2 -0.11
N -0.298 -0.028 -4.502 -1.0 0.4 0.9 0.04
C -0.998 -0.614 -3.266 -1.5 -1.3 1.3 -0.09
C -1.894 0.426 -2.476 -1.2 0.7 -0.5 -0.16
O -1.268 1.284 -1.535 -0.4 0.1 -0.7 -0.20
C -1.939 2.572 -1.432 0.3 0.7 0.9 -0.08
C -0.090 -1.606 -2.419 -0.3 -2.2 0.0 -0.21
C -0.260 -3.114 -3.013 -0.4 0.3 0.2 -0.16
O 0.306 -4.093 -2.093 -1.1 0.1 -1.5 -0.21
C -0.243 -5.368 -2.569 0.3 -0.1 -0.8 -0.07
B -0.617 -1.844 -0.865 -0.6 -0.1 2.0 -0.42
N 0.330 -1.812 0.307 -1.5 -0.4 -0.8 0.17
O -1.995 -2.138 -0.546 1.9 -0.1 -1.6 0.10
O 1.300 -1.351 -2.319 -0.9 1.0 -1.6 -0.06
C 1.977 -0.805 -3.466 2.2 -0.3 0.2 -0.27
C 2.557 -1.893 -4.490 -0.4 -0.1 -0.9 -0.10
C 2.957 -3.304 -3.885 0.6 -1.3 -0.2 -0.24
N 3.517 -3.304 -2.513 0.2 0.2 -0.6 0.01
C 3.312 -0.182 -2.757 0.3 0.2 1.4 -0.08
C 3.114 -0.010 -1.158 1.1 1.2 -0.1 -0.17
C 4.336 0.873 -0.573 -0.5 0.3 -0.9 -0.16
C 4.035 1.541 0.845 1.5 0.0 0.4 -0.20
N 2.762 1.107 1.491 -1.3 2.4 1.3 0.01
C 2.616 1.725 2.823 2.3 -0.6 1.5 -0.43
C 1.337 2.538 3.286 -0.4 -0.6 0.5 -0.02
O 3.550 1.598 3.643 -2.4 0.5 -2.2 0.02
C 1.111 0.367 -4.215 2.6 0.2 1.7 -0.13
O 1.161 1.394 -3.159 0.3 -1.9 -0.1 -0.04
N 0.569 2.551 -3.514 -0.2 2.3 -1.0 -0.03
O 1.175 3.497 -3.146 -0.8 -1.1 0.2 0.13
B 2.003 0.964 -5.436 3.0 1.3 -2.5 -0.43
O 2.252 0.292 -6.710 -2.3 0.8 1.6 0.07
O 2.795 2.171 -5.341 -2.5 -2.7 -0.4 -0.01
C 3.219 2.648 -6.640 1.6 2.0 -0.8 -0.07
H -3.818 1.895 -6.840 1.6 0.1 -0.1 0.09
H -2.330 2.685 -6.037 -0.5 -1.0 -1.1 0.08
H -2.642 2.883 -7.816 0.0 -1.2 1.1 0.09
H -2.046 0.429 -8.323 0.3 0.7 1.2 0.12
H -0.707 1.074 -7.243 -1.6 0.0 -0.2 0.09
H -2.703 0.019 -5.400 0.8 -0.9 -1.1 0.11
H -2.609 -1.270 -6.731 0.8 1.2 0.6 0.13
H 0.038 -0.850 -6.578 0.0 0.3 1.6 0.13
H -0.778 -1.997 -5.466 0.8 1.5 0.6 0.14
H -0.857 0.840 -4.673 0.8 -0.3 0.1 0.16
H -1.801 -1.321 -3.693 1.1 1.3 0.5 0.16
H -2.438 1.088 -3.252 0.8 -1.0 0.7 0.14
H -2.744 -0.131 -1.938 1.3 0.4 -0.9 0.15
H -1.625 3.007 -0.427 -0.4 -0.7 -1.3 0.11
H -3.071 2.486 -1.427 1.3 0.0 -0.2 0.11
H -1.565 3.299 -2.226 -0.7 -1.1 0.8 0.09
H -1.374 -3.358 -3.107 1.1 0.5 0.0 0.13
H 0.201 -3.247 -4.038 -0.3 0.2 1.1 0.11
H -1.351 -5.400 -2.316 1.4 -0.3 -0.2 0.11
H -0.119 -5.381 -3.713 -0.3 -0.1 1.5 0.10
H 0.345 -6.258 -2.186 -0.8 1.4 0.0 0.11
H 0.495 -2.820 0.506 0.3 0.8 -0.1 0.08
H -0.200 -1.499 1.143 0.4 -0.3 -0.6 0.07
H -2.406 -2.622 -1.289 -0.1 0.6 0.5 0.09
H 3.515 -1.472 -4.964 -1.5 -0.3 0.8 0.14
H 1.848 -2.048 -5.383 0.9 0.0 1.3 0.11
H 3.792 -3.713 -4.560 -1.3 0.7 0.8 0.13
H 2.146 -4.107 -3.923 0.6 1.3 -0.3 0.10
H 4.297 -3.964 -2.451 -0.7 0.3 0.2 0.08
H 2.813 -3.466 -1.789 0.4 0.0 -0.5 0.07
H 4.218 -0.865 -2.917 -1.6 0.8 0.1 0.13
H 3.616 0.838 -3.123 -0.6 -1.0 -0.1 0.11
H 2.176 0.606 -0.954 1.1 -1.3 -0.3 0.10
H 3.145 -0.993 -0.603 -0.6 1.2 -0.8 0.11
H 5.283 0.245 -0.553 -1.2 0.8 0.1 0.11
H 4.526 1.728 -1.318 -0.2 -1.2 1.0 0.11
H 4.906 1.257 1.533 -1.5 0.4 -0.8 0.13
H 4.025 2.684 0.807 0.2 -1.5 -0.3 0.13
H 1.964 1.509 0.962 0.7 -0.7 0.1 0.10
H 1.458 3.664 3.191 0.1 -1.5 -0.1 0.09
H 0.364 2.222 2.795 1.2 0.4 0.3 0.07
H 1.213 2.328 4.405 0.3 0.3 -1.6 0.09
H 1.518 0.523 -7.325 0.9 -0.4 0.2 0.10
H 2.371 2.783 -7.392 1.1 -0.5 1.1 0.11
H 3.631 3.706 -6.468 -0.7 -1.5 -0.1 0.12
H 4.102 2.067 -7.081 -1.6 0.5 0.7 0.12
C -0.018 8.604 5.342 -0.2 -0.1 0.1 -0.11
O -1.138 7.744 5.250 0.2 -0.2 0.0 -0.20
C -1.079 6.909 4.101 -0.5 0.2 0.4 -0.20
C -1.981 5.694 4.278 0.3 -0.1 -0.1 -0.18
O -1.394 4.676 5.087 -0.1 0.2 0.0 -0.15
C -1.359 4.942 6.491 -0.2 -0.4 0.0 -0.17
C -2.727 4.821 7.152 0.2 0.6 0.0 -0.20
O -3.480 6.012 6.953 -0.1 -0.2 -0.2 -0.21
C -4.866 5.803 7.141 0.2 0.2 0.0 -0.11
H 0.036 9.264 4.470 0.1 0.0 0.0 0.09
H -0.129 9.212 6.241 -0.1 -0.1 -0.1 0.09
H 0.904 8.021 5.432 0.1 0.1 -0.1 0.09
H -0.050 6.576 3.924 0.0 0.0 0.0 0.12
H -1.424 7.499 3.243 0.1 -0.1 -0.2 0.13
H -2.123 5.235 3.295 0.1 0.0 0.0 0.12
H -2.971 5.971 4.646 0.1 0.2 0.1 0.12
H -0.889 5.902 6.701 -0.2 0.1 0.0 0.12
H -0.714 4.167 6.913 -0.1 0.0 -0.1 0.13
H -2.600 4.685 8.233 0.0 -0.2 0.0 0.13
H -3.260 3.958 6.738 0.1 0.0 0.0 0.13
H -5.246 5.083 6.407 -0.1 -0.1 0.1 0.09
H -5.378 6.753 6.986 0.1 0.0 0.0 0.09
H -5.071 5.450 8.156 -0.1 -0.1 0.0 0.09
C -2.485 -7.953 5.964 0.0 0.3 -0.1 -0.11
O -1.708 -6.794 5.731 0.1 -0.2 -0.2 -0.21
C -0.331 -7.004 6.025 -0.3 0.5 0.0 -0.20
C 0.529 -5.964 5.320 0.1 -0.3 0.0 -0.17
O 0.745 -6.261 3.939 -0.3 0.1 0.0 -0.13
C -0.365 -6.030 3.073 0.4 0.2 -0.1 -0.17
C -0.620 -4.549 2.817 -0.5 -0.2 0.4 -0.21
O -1.353 -3.979 3.894 0.2 0.1 0.0 -0.19
C -1.234 -2.571 3.933 0.0 -0.3 0.1 -0.11
H -2.424 -8.256 7.013 0.0 -0.1 0.0 0.09
H -3.522 -7.722 5.720 0.1 0.1 0.1 0.09
H -2.153 -8.771 5.315 0.0 -0.1 0.1 0.09
H -0.023 -8.007 5.709 0.1 0.0 0.0 0.13
H -0.204 -6.909 7.110 0.2 -0.1 0.0 0.13
H 1.522 -5.984 5.777 0.0 -0.1 -0.1 0.13
H 0.138 -4.954 5.450 -0.2 -0.1 0.0 0.12
H -1.259 -6.542 3.429 -0.1 0.2 0.1 0.12
H -0.085 -6.491 2.121 0.1 0.0 0.0 0.12
H -1.224 -4.433 1.907 0.1 0.0 -0.2 0.12
H 0.337 -4.028 2.689 0.1 0.0 0.0 0.12
H -0.190 -2.281 4.097 0.0 0.1 -0.1 0.09
H -1.828 -2.201 4.770 0.0 -0.1 -0.1 0.09
H -1.610 -2.124 3.006 0.0 0.1 -0.1 0.08
```
Forces are in eV/Å.


No. 2
Formula: C3H6N2O
Source: the Open Molecules 2025 dataset
Level of theory: ωB97M-V/def2-TZVPD

Summary:
- SMILES = O=C1NCCN1
- energy above the lowest of the compared OMol25 structures with the same formula, charge and spin (kJ/mol) = 28.5
- total charge = 0

Geometry as XYZ:
```
12
Properties=species:S:1:pos:R:3:forces:R:3:nbo_charge:R:1
O -2.072 -0.707 1.372 0.4 0.0 -0.2 -0.62
C -1.099 -0.337 0.750 -0.1 -0.1 0.1 0.77
N 0.218 -0.682 0.968 -0.1 0.0 0.0 -0.65
C 1.040 -0.357 -0.198 0.0 0.1 0.0 -0.22
C 0.293 0.903 -0.642 0.1 0.0 -0.1 -0.22
N -1.091 0.557 -0.330 -0.2 0.1 0.1 -0.66
H 0.464 -1.234 1.775 0.1 -0.1 -0.4 0.42
H 0.971 -1.115 -0.999 0.0 0.0 0.4 0.18
H 2.093 -0.221 0.058 -0.2 0.2 0.0 0.21
H 0.587 1.745 -0.001 0.0 -0.1 -0.2 0.19
H 0.413 1.200 -1.686 0.0 -0.2 0.1 0.21
H -1.730 0.338 -1.080 0.0 0.2 0.1 0.40
```
Forces are in eV/Å.


No. 3
Formula: C8H20HgN2O6
Source: the Open Molecules 2025 dataset
Level of theory: ωB97M-V/def2-TZVPD

Summary:
- total charge = -2

Geometry as XYZ:
```
37
Properties=species:S:1:pos:R:3:forces:R:3:nbo_charge:R:1
Hg -9.592 8.159 -13.844 -1.0 -0.4 -3.4 1.60
O -10.234 9.818 -15.340 -0.6 1.1 0.2 -1.29
H -10.219 10.725 -14.976 0.1 -0.5 -0.1 0.37
O -7.697 8.458 -15.008 1.0 0.1 1.5 -1.24
H -7.138 7.950 -14.389 0.1 0.1 -0.5 0.38
O -9.651 6.631 -15.785 -2.2 -0.6 1.8 -0.93
C -10.597 5.730 -15.241 1.3 0.5 -0.8 -0.09
C -11.843 6.089 -14.257 2.1 1.9 0.0 -0.09
O -11.618 7.036 -13.206 0.8 -0.8 -0.9 -1.00
H -10.028 4.920 -14.785 0.5 -0.7 1.4 0.05
H -10.960 5.144 -16.086 -1.4 -0.3 -0.6 0.08
H -12.113 5.131 -13.814 -0.5 -0.5 -0.1 0.09
H -12.597 6.502 -14.928 -0.6 -0.1 -0.2 0.11
C -10.092 11.265 -12.102 0.1 -2.2 -1.2 0.53
O -9.738 10.151 -12.446 -0.3 1.6 1.3 -0.58
N -9.644 11.879 -11.010 0.1 4.0 3.8 -0.43
C -8.702 11.384 -9.975 -0.6 -0.2 -2.4 -0.42
C -10.001 13.360 -10.729 0.3 -2.0 -1.9 -0.42
H -10.843 11.854 -12.650 0.1 0.0 -0.2 0.12
H -9.140 11.397 -8.977 0.0 0.0 -0.1 0.18
H -7.844 12.049 -10.074 0.3 -0.2 0.5 0.18
H -8.439 10.390 -10.339 0.2 -0.2 0.5 0.25
H -9.127 13.892 -10.355 0.0 -0.2 0.2 0.19
H -10.185 13.755 -11.728 -0.3 0.3 0.1 0.21
H -10.886 13.516 -10.112 0.1 -0.2 0.2 0.19
C -8.552 6.013 -11.213 1.0 3.8 -2.1 0.53
O -8.756 7.105 -11.848 0.9 -4.5 3.6 -0.61
N -7.965 5.974 -9.973 -0.7 0.5 0.7 -0.44
C -7.677 4.702 -9.263 0.5 1.6 -0.1 -0.41
C -7.620 7.264 -9.301 0.0 -0.6 -0.9 -0.42
H -8.535 5.010 -11.668 -0.8 0.2 -0.2 0.13
H -8.234 3.813 -9.557 0.0 0.4 -0.6 0.22
H -7.880 4.854 -8.203 0.0 0.0 0.1 0.19
H -6.600 4.598 -9.396 0.1 -0.8 0.3 0.19
H -8.461 7.713 -8.774 -0.1 -0.1 0.0 0.20
H -6.765 7.195 -8.628 -0.1 -0.6 0.2 0.18
H -7.280 7.965 -10.063 -0.4 -0.1 -0.2 0.24
```
Forces are in eV/Å.


No. 4
Formula: C14H28N2O6
Source: the Open Molecules 2025 dataset
Level of theory: ωB97M-V/def2-TZVPD

Summary:
- SMILES = NC(=O)CN1CCOCCOCCOCCOCCOCC1
- energy above the lowest of the compared OMol25 structures with the same formula, charge and spin (kJ/mol) = 1632.0
- total charge = 0

Geometry as XYZ:
```
50
Properties=species:S:1:pos:R:3:forces:R:3:nbo_charge:R:1
N -3.924 -0.752 -1.143 -13.0 -4.0 -8.6 -0.71
C -4.557 0.069 -0.469 -5.7 4.0 2.2 0.62
O -5.762 0.223 -0.530 -2.0 0.0 -0.3 -0.67
C -3.834 0.994 0.382 1.1 -4.1 2.9 -0.31
N -2.502 0.395 0.471 0.6 4.1 3.8 -0.43
C -2.512 -0.653 1.580 1.7 0.3 -2.8 -0.27
C -1.322 -1.477 1.041 -4.8 -3.0 2.8 -0.07
O -1.649 -2.080 -0.176 1.1 -0.5 1.0 -0.57
C -0.626 -3.117 -0.506 -1.9 4.2 0.7 -0.09
C 0.546 -2.396 -1.130 0.7 -6.7 15.2 -0.05
O 1.512 -2.055 0.085 -2.6 0.3 -3.4 -0.56
C 2.766 -1.753 -0.500 -0.1 -9.6 13.9 -0.07
C 3.557 -1.372 0.909 -2.3 9.0 -6.7 0.00
O 4.843 -0.965 0.716 2.9 0.7 -1.3 -0.59
C 5.280 0.177 -0.398 -4.3 -1.1 6.0 -0.09
C 4.443 1.416 -0.199 1.7 4.4 3.5 -0.09
O 3.067 1.447 -0.484 3.7 -4.0 -3.0 -0.55
C 2.342 2.542 -0.231 -3.7 -3.5 -1.2 -0.04
C 0.923 2.218 -0.930 2.9 -2.4 13.5 -0.01
O 0.117 3.026 -0.172 -3.8 0.2 -1.2 -0.54
C -1.305 2.400 -0.164 1.8 11.1 -4.0 -0.13
C -1.609 1.817 0.991 -0.8 -9.9 6.1 -0.29
H -4.432 -1.354 -1.876 1.2 1.4 2.0 0.40
H -3.129 -0.831 -0.962 16.1 -2.3 2.7 0.37
H -3.778 1.872 -0.079 -0.1 3.8 -1.8 0.21
H -4.310 1.044 1.387 0.0 0.3 -0.7 0.20
H -3.473 -1.263 1.610 1.2 0.9 -0.1 0.22
H -2.187 -0.315 2.566 -0.6 0.4 0.1 0.20
H -0.401 -1.095 1.130 3.3 2.4 -0.4 0.19
H -1.301 -2.212 1.864 0.4 -1.0 -0.3 0.14
H -1.219 -3.418 -1.286 -0.7 -2.5 -2.2 0.20
H -0.534 -3.806 0.354 0.6 0.3 -0.8 0.21
H 0.464 -1.792 -1.765 -1.8 9.6 -8.8 0.16
H 1.004 -3.179 -1.416 4.0 -5.4 -3.2 0.17
H 3.251 -2.619 -0.685 1.5 -2.7 -2.2 0.17
H 2.769 -1.018 -0.965 0.2 11.7 -8.5 0.14
H 2.960 -0.294 1.259 0.8 -2.6 -0.8 0.09
H 3.411 -1.854 1.724 -0.5 -4.4 4.8 0.18
H 4.890 -0.232 -1.225 0.2 -1.8 -3.7 0.20
H 6.257 0.216 0.001 1.2 0.4 -0.8 0.24
H 4.502 1.849 1.005 0.3 -1.3 -3.0 0.16
H 5.090 2.220 -0.783 -1.5 -1.0 0.8 0.18
H 2.596 3.403 -0.618 2.4 4.6 -2.0 0.16
H 2.343 2.538 0.801 -1.3 1.0 2.5 0.17
H 0.746 1.085 -0.274 0.6 2.1 -2.1 0.10
H 0.818 1.879 -1.807 -0.9 -1.1 -7.5 0.17
H -1.542 2.175 -1.149 -0.1 -2.1 -1.4 0.23
H -1.928 3.483 -0.238 1.3 -2.3 0.5 0.19
H -0.789 1.181 1.487 -0.1 1.2 -1.2 0.23
H -2.033 2.201 1.928 -0.7 0.8 -1.0 0.23
```
Forces are in eV/Å.


No. 5
Formula: C3H6N2O
Source: the Open Molecules 2025 dataset
Level of theory: ωB97M-V/def2-TZVPD

Summary:
- SMILES = [H]/N=C(/C=O)NC
- energy above the lowest of the compared OMol25 structures with the same formula, charge and spin (kJ/mol) = 120.7
- total charge = 0

Geometry as XYZ:
```
12
Properties=species:S:1:pos:R:3:forces:R:3:nbo_charge:R:1
H -0.501 -1.542 -1.221 -0.1 0.0 0.1 0.34
N -1.235 -0.942 -0.842 0.3 0.2 0.1 -0.67
C -0.753 0.066 -0.217 0.1 0.0 0.0 0.31
C -1.756 1.016 0.383 0.0 0.4 0.2 0.40
O -1.429 1.980 1.036 -0.2 -0.4 -0.3 -0.51
N 0.539 0.421 0.028 -0.2 0.0 0.1 -0.60
C 1.609 -0.550 0.000 0.1 -0.1 -0.1 -0.42
H -2.807 0.735 0.196 0.1 0.1 0.0 0.14
H 0.630 1.225 0.634 0.0 -0.1 0.0 0.41
H 1.321 -1.470 0.528 0.1 0.1 -0.1 0.19
H 2.482 -0.124 0.498 -0.1 -0.1 -0.1 0.22
H 1.899 -0.814 -1.023 -0.1 0.1 0.1 0.20
```
Forces are in eV/Å.


Results for HOMO-LUMO gap: 7.2761; 10.4180; 2.7935; 9.4336; 9.8145 (in eV, following the order of the records).
Results for total energy: -74921.901; -8236.403; -28051.585; -30218.780; -8235.448 (in eV, following the order of the records).
Results for highest occupied orbital energy: -10.48; -9.55; 1.44; -8.74; -9.52 (in eV, following the order of the records).